(1)
C19H27ClN2O2 | ωB97M-V/def2-TZVPD

```
51
Properties=species:S:1:pos:R:3:forces:R:3
Cl 1.652464 3.407907 0.824183 0.2 0.3 -0.2
O -1.926152 1.486405 1.623475 -0.3 0.0 0.1
O 1.269798 -1.377226 0.096638 0.4 0.0 0.1
N -0.434027 -2.207692 -1.134698 -0.2 -0.3 -0.2
N 0.020287 0.897724 0.639919 0.1 -0.3 -0.2
C 0.390242 2.526014 5.047227 0.0 0.0 0.0
C -1.363075 2.080629 -1.706946 0.0 -0.3 0.0
C -1.840820 -4.591102 -3.540405 -0.3 0.2 0.1
C -0.710115 1.492908 1.603234 0.2 0.0 -0.1
C 0.066548 -2.877359 -3.922423 0.0 -0.1 0.1
C 1.464839 3.361071 4.789773 0.0 0.0 -0.1
C 0.159886 -3.501599 -1.393940 0.4 -0.4 0.1
C 0.188493 -1.240933 -0.442004 -0.4 0.4 0.2
C -0.581661 0.082785 -0.384232 -0.1 0.0 -0.1
C 0.822475 -3.560505 -2.780283 0.0 0.2 0.1
C 0.093883 2.161861 2.678114 0.0 0.2 0.1
C 1.847379 3.616597 3.485112 0.0 0.0 0.0
C -0.844981 -4.633992 -1.161056 -0.1 0.2 0.0
C 0.866268 1.048992 -2.228727 -0.2 -0.2 0.0
C -1.424614 -3.215815 -4.062709 0.1 -0.2 -0.1
C -2.098977 -4.613196 -2.033598 0.3 -0.3 0.0
C 1.164818 3.017500 2.438212 -0.1 -0.1 0.2
C -0.563770 0.782267 -1.764894 0.0 0.1 0.1
C -0.291612 1.941511 3.997020 0.0 0.0 -0.1
H -1.418741 2.533156 -2.694360 0.0 0.1 -0.1
H 1.348721 1.767806 -1.571927 0.1 0.1 0.1
H 0.862461 1.457943 -3.236763 0.0 0.0 -0.1
H -1.681363 -3.151186 -5.122561 -0.1 0.1 0.0
H 1.455143 0.134325 -2.228647 0.2 -0.1 -0.1
H 2.671040 4.280780 3.273291 0.0 0.0 -0.1
H -0.887010 2.786384 -1.031412 0.1 0.1 0.1
H -2.770797 -4.873528 -4.040153 0.1 -0.1 0.0
H -1.318423 -2.012725 -1.573940 0.0 0.2 0.1
H 0.579928 -3.154716 -4.845938 0.0 0.1 0.0
H 0.169234 -1.795051 -3.818194 0.1 0.0 -0.1
H -2.674724 -5.510291 -1.792528 -0.1 0.1 0.1
H -1.156509 -4.605116 -0.114097 0.1 -0.1 0.0
H 0.081736 2.335832 6.063703 0.0 0.0 0.1
H -2.031816 -2.460820 -3.555587 -0.1 0.1 0.0
H 0.954638 -3.608435 -0.645329 -0.2 0.0 -0.1
H -0.317994 -5.577048 -1.319364 0.0 0.0 0.0
H 1.801125 -3.080265 -2.711929 0.1 -0.1 0.0
H -2.372566 1.897871 -1.347172 -0.1 0.0 0.0
H -1.046432 0.106508 -2.481558 0.0 0.0 0.0
H -1.622816 -0.094690 -0.087056 0.2 0.0 -0.1
H -1.092029 -5.338360 -3.804289 0.0 -0.1 -0.1
H 1.015801 0.760309 0.753887 -0.1 0.0 0.2
H 2.002619 3.824785 5.602680 0.0 0.0 0.1
H 0.995534 -4.609065 -3.024077 0.1 -0.1 0.0
H -2.725434 -3.757786 -1.767485 -0.1 0.0 0.0
H -1.141485 1.300597 4.176238 -0.1 0.0 0.0
```
Positions in Å, forces in eV/Å.

Properties
HOMO level (eV): -9.3
Kohn-Sham gap (eV): 10.06
LUMO level (eV): 0.764
Strongest force on any atom (eV Å⁻¹): 0.64
SMILES: CC(C)[C@H](NC(=O)c1ccccc1Cl)C(=O)NC1CCCCCC1
Total energy (Ha): -1460.4490

natural (NBO) atomic charge list, values in e, 6 entries: 0.006 -0.623 -0.643 -0.622 -0.612 -0.218

(2)
C4H7NO2 | ωB97M-V/def2-TZVPD

```
14
Properties=species:S:1:pos:R:3:forces:R:3
O -0.835004 1.134042 0.785308 0.0 0.1 0.0
O 0.849160 -1.177482 1.246882 0.1 0.2 0.1
N 0.802715 1.196576 -0.916971 -0.2 0.1 0.4
C 0.066155 1.728904 -0.042355 0.2 0.0 -0.2
C 0.806905 -0.257019 -1.038770 0.0 -0.2 0.0
C -1.197061 -0.202302 0.417946 -0.1 -0.2 0.0
C 0.056282 -0.996006 0.086444 -0.2 0.0 -0.3
H -0.219269 -2.007407 -0.230925 0.0 0.2 -0.1
H 1.853247 -0.575362 -1.012308 -0.1 0.0 0.0
H 0.118566 2.797713 0.159220 -0.1 -0.1 -0.1
H 0.430873 -0.511587 -2.040017 -0.1 -0.1 0.3
H 0.869534 -0.347062 1.742056 0.0 -0.1 -0.1
H -1.878191 -0.176469 -0.441921 0.1 0.1 0.1
H -1.723913 -0.606540 1.285411 0.1 0.0 -0.2
```
Positions in Å, forces in eV/Å.

Properties
HOMO level (eV): -9.7
Kohn-Sham gap (eV): 10.53
LUMO level (eV): 0.815
ΔE to the lowest compared entry with this formula, charge and spin (kcal per mole): 33.1
Strongest force on any atom (eV Å⁻¹): 0.45
SMILES: O[C@@H]1CN=COC1
Total energy (Ha): -361.8281

natural (NBO) atomic charge list, values in e, 6 entries: -0.514 -0.710 -0.476 0.382 -0.280 -0.101

(3)
C42H36Cl2GeI2KN8O2S | ωB97M-V/def2-TZVPD

```
95
Properties=species:S:1:pos:R:3:forces:R:3
I 1.679591 -2.680607 -3.776716 0.0 0.0 0.0
I 2.313504 -3.997303 -6.634819 0.0 0.0 0.0
Ge 1.465615 3.282827 -1.637887 0.0 0.1 -0.1
K -0.735831 -2.006762 -0.996596 0.5 0.0 -0.4
Cl -6.807918 2.652096 0.759420 0.0 0.0 0.0
Cl -5.923122 -2.097668 -1.605453 0.0 0.0 0.0
S 4.050535 0.426660 -0.022356 0.0 0.0 0.1
O -3.092556 -1.644750 -0.792566 -0.5 0.1 0.0
O 0.690080 -3.775655 0.344160 -0.1 -0.2 0.1
N -2.700993 -0.560899 7.145092 0.0 0.0 0.0
N -1.163775 3.176831 5.195592 0.0 0.0 0.0
N 0.016831 -0.680747 3.582260 -0.1 0.0 0.0
N 0.020246 0.554777 -1.898852 0.1 0.2 -0.1
N 2.131299 -0.030427 1.773604 0.0 0.0 0.0
N -2.104076 0.485197 0.604593 0.0 -0.1 0.0
N 4.102732 0.687631 2.632813 0.0 0.0 0.0
N 1.241687 -0.499369 0.789769 0.0 0.0 0.0
C -5.676567 1.384695 0.313001 0.0 0.0 0.0
C -1.367242 0.617408 5.297367 0.0 0.2 -0.2
C -5.267015 -0.728866 -0.743781 0.0 0.1 -0.1
C 1.801719 7.831330 -2.157397 0.0 0.0 0.0
C 0.326561 5.914183 -2.364337 0.0 0.0 0.0
C 3.412086 -2.994013 4.194121 0.0 0.0 0.0
C 0.911750 -3.807407 1.537804 0.1 0.1 0.0
C 0.755846 8.689070 -2.561274 0.0 0.0 0.0
C 2.198013 -3.484682 2.173743 0.0 0.1 0.0
C 1.047629 -3.726948 4.450962 0.0 0.0 0.0
C 0.571444 1.562018 -1.833441 0.0 -0.1 0.1
C -1.656261 1.478766 1.330768 0.0 0.0 0.0
C 2.126382 4.308272 2.931203 0.0 0.0 0.0
C -2.105265 -0.033438 6.306373 0.0 0.0 0.0
C 4.542841 -2.668232 3.453292 0.0 0.0 0.0
C 0.081213 4.509912 -2.274393 0.0 0.0 0.0
C -2.003786 6.239425 -3.026446 0.0 0.0 0.0
C 3.371084 0.348434 1.509741 0.0 0.0 0.0
C 3.044408 3.699120 0.790374 0.0 0.0 0.0
C -2.227260 4.900427 -2.918600 0.0 0.0 0.0
C -3.880444 -0.719247 -0.474365 0.0 -0.2 0.2
C -1.175787 4.032057 -2.542716 0.0 0.0 0.0
C 3.223101 4.022728 2.129264 0.0 0.0 0.0
C 3.099700 3.138248 -2.671732 0.0 0.0 0.0
C 4.495808 -2.788095 2.072691 0.0 0.0 0.0
C 1.765475 3.684859 0.238886 0.0 0.0 0.0
C 0.848067 4.301600 2.390545 0.0 0.0 0.0
C 3.383471 -3.266232 -0.092633 0.0 0.0 0.0
C 5.780322 -2.155676 4.133980 0.0 0.0 0.0
C -1.275833 2.025982 5.247552 0.0 0.0 0.1
C -0.723139 6.781771 -2.753260 0.0 0.0 0.0
C -4.315623 1.483611 0.682031 0.0 0.0 0.0
C 1.589744 6.485987 -2.063124 0.0 0.0 0.0
C 2.239525 -3.403983 3.580811 -0.1 0.0 0.0
C -0.474501 8.173483 -2.848809 0.0 0.0 0.0
C 0.674239 4.011610 1.043687 0.0 0.0 0.0
C -3.787385 2.535953 1.463275 0.0 0.0 0.0
C -0.640203 -0.105074 4.345666 0.2 -0.1 0.1
C -6.134388 0.296820 -0.377423 0.0 0.0 0.0
C 3.343978 -3.187512 1.404356 0.0 0.0 0.0
C -3.422252 0.454196 0.281433 0.0 0.0 0.0
C -2.465432 2.530611 1.798848 0.0 0.0 0.0
H 0.708490 -4.754887 4.310186 0.0 0.0 0.0
H -1.287093 8.824838 -3.151366 0.0 0.0 0.0
H 0.090614 -4.061728 2.227717 0.0 0.0 0.0
H 4.402481 -3.111584 -0.445317 0.0 0.0 0.0
H -2.803938 6.912763 -3.312900 0.0 0.0 0.0
H 0.430624 -0.810366 1.320931 -0.1 0.1 0.1
H 4.927683 1.212953 2.398977 0.0 0.0 0.0
H 4.222011 4.035942 2.549987 0.0 0.0 0.0
H 2.773421 8.243637 -1.916255 0.0 0.0 0.0
H 5.370718 -2.534946 1.484254 0.0 0.0 0.0
H -0.601011 1.457634 1.595282 0.0 0.0 0.0
H -1.384897 2.971556 -2.461409 0.0 0.0 0.0
H 0.210669 -3.060613 4.243298 0.0 0.0 0.0
H 3.577410 1.062632 3.410035 0.0 0.0 0.0
H 5.859790 -2.534070 5.154020 0.0 0.0 0.0
H 2.759667 -2.487089 -0.529334 0.0 0.0 0.0
H -0.005638 4.505899 3.023765 0.0 0.0 0.0
H 3.695680 2.331222 -2.244460 0.0 0.0 0.0
H 3.900982 3.429578 0.185494 0.0 0.0 0.0
H 3.442391 -2.913351 5.276356 0.0 0.0 0.0
H 3.006208 -4.215273 -0.468992 0.0 0.0 0.0
H 2.398836 5.842873 -1.738144 0.0 0.0 0.0
H 3.670832 4.065599 -2.644937 0.0 0.0 0.0
H 0.931431 9.755216 -2.635151 0.0 0.0 0.0
H 0.934329 0.297465 0.239766 0.0 0.0 -0.1
H -7.181905 0.222506 -0.638184 0.0 0.0 0.0
H 5.747990 -1.064265 4.176204 0.0 0.0 0.0
H 1.794248 -0.159373 2.723089 0.0 0.0 0.0
H 2.860497 2.893610 -3.705475 0.0 0.0 0.0
H 1.312422 -3.602146 5.500525 0.0 0.0 0.0
H -0.326224 4.022449 0.623389 0.0 0.0 0.0
H -2.046625 3.294330 2.440441 0.0 0.0 0.0
H -4.444403 3.322285 1.810047 0.0 0.0 0.0
H 6.678383 -2.438455 3.583854 0.0 0.0 0.0
H 2.261436 4.534552 3.982010 0.0 0.0 0.0
H -3.209973 4.489330 -3.111291 0.0 0.0 0.0
```
Positions in Å, forces in eV/Å.

Properties
Net charge: -2
HOMO level (alpha / beta) (eV): -2.7 / -2.8
Kohn-Sham gap (alpha / beta) (eV): 6.01 / 6.03
LUMO level (alpha / beta) (eV): 3.357 / 3.254
ΔE to the lowest compared entry with this formula, charge and spin (kcal per mole): 12.1
Strongest force on any atom (eV Å⁻¹): 0.61
Multiplicity: 2
Expectation value of S²: 0.755
Total energy (Ha): -6801.6702

Mulliken atomic charge list, values in e, 6 entries: -0.379 -0.523 1.249 0.907 -0.317 -0.271

(4)
C6H5NO3 | ωB97M-V/def2-TZVPD

```
15
Properties=species:S:1:pos:R:3:forces:R:3
O 0.577110 2.507878 -0.936747 0.4 -4.1 2.8
O -1.321066 1.675626 -1.850341 1.1 0.8 0.8
O 1.921718 -1.037256 2.000773 0.4 0.2 0.3
N 0.603881 0.188448 0.570033 1.9 0.5 1.1
C -0.927250 -1.998847 0.123172 -2.9 -1.3 -1.4
C -0.404569 1.559236 -1.049401 -2.5 -0.3 -2.7
C -1.232643 -0.790269 -0.564651 -1.3 0.4 -1.0
C 0.024518 -2.064159 1.012029 3.0 -1.1 2.2
C 0.957051 -0.973334 1.276552 -0.6 0.3 -0.2
C -0.376349 0.231073 -0.336875 0.2 1.8 -0.2
H 0.312785 -2.995152 1.548287 -0.5 0.7 -0.5
H -1.521984 -2.939512 -0.053960 0.5 1.3 0.0
H 0.337023 3.235759 -1.430896 -1.1 2.5 -1.9
H -2.160644 -0.655755 -1.198803 1.6 -0.2 0.7
H 1.139010 1.083365 0.670720 -0.3 -1.6 0.2
```
Positions in Å, forces in eV/Å.

Properties
HOMO level (eV): -8.9
Kohn-Sham gap (eV): 8.65
LUMO level (eV): -0.205
ΔE to the lowest compared entry with this formula, charge and spin (kcal per mole): 11.3
Strongest force on any atom (eV Å⁻¹): 5.01
SMILES: O=C(O)c1cccc(=O)[nH]1
Total energy (Ha): -512.1211

natural (NBO) atomic charge list, values in e, 6 entries: -0.681 -0.565 -0.600 -0.558 -0.167 0.748